{"formula": "C4H4BrClN2", "method": "ωB97M-V with the def2-TZVPD basis set", "species": ["C", "C", "N", "C", "Cl", "Br", "H", "H", "H", "C", "N", "H"], "coordinates": [[-0.1674, -0.8196, -1.4458], [-1.0208, 0.1810, -1.2993], [-1.8496, 0.4106, -0.2152], [-2.7179, -0.2626, 0.3189], [-3.7639, 0.4797, 1.6189], [-3.0842, -2.0633, -0.0584], [-0.0960, -1.7206, -0.9493], [0.6701, -0.6695, -2.0807], [-0.9670, 1.0731, -1.9398], [-0.8713, 1.6737, 2.8850], [-0.2251, 1.7998, 1.9571], [-1.5592, 1.4066, 3.6122]], "forces_ev_per_angstrom": [[0.216, 1.324, -0.836], [0.617, 0.660, 0.021], [-0.896, 0.508, -0.053], [-0.486, 0.520, 0.894], [0.785, -0.795, -0.952], [-0.404, -0.409, 0.072], [-0.334, -1.481, 1.604], [0.246, 0.117, -1.093], [0.143, -0.482, 0.285], [0.075, -0.241, -0.536], [0.784, 0.366, -0.542], [-0.746, -0.087, 1.135]], "mulliken_charge": [-0.644, -0.117, -0.241, 0.441, -0.175, -0.090, 0.304, 0.238, 0.286, 0.058, -0.334, 0.276], "smiles": "C=C/N=C(/Cl)Br.C#N", "gap_ev": 9.89, "relative_energy_ev": 1.737, "homo_energy_ev": -9.569, "lumo_ev": 0.32}



{"formula": "CH25O12", "method": "ωB97M-V with the def2-TZVPD basis set", "species": ["C", "O", "H", "H", "H", "O", "H", "H", "O", "H", "H", "O", "H", "H", "O", "H", "H", "O", "H", "H", "O", "H", "H", "O", "H", "H", "O", "H", "H", "O", "H", "H", "O", "H", "H", "O", "H", "H"], "coordinates": [[-0.1621, 0.0799, -0.2001], [0.0099, -0.7141, 0.9249], [-0.1171, 1.1509, 0.1269], [-1.1371, -0.1111, -0.5341], [0.5259, -0.1531, -0.9991], [1.4939, 1.1919, -3.0151], [1.3909, 0.6409, -2.2641], [2.3909, 1.4219, -3.1111], [-0.2851, -3.2941, 0.1399], [-0.3311, -2.3901, 0.4379], [-0.4511, -3.3321, -0.7901], [-2.6681, -1.2521, 1.0799], [-3.1391, -0.8721, 0.3639], [-1.7491, -0.9591, 0.8839], [-0.5491, -0.9411, -3.6251], [-0.1431, -0.9081, -4.5281], [-0.4261, 0.0069, -3.3261], [-2.3541, 2.4779, 1.1869], [-2.9511, 2.0709, 0.5329], [-2.3121, 1.8039, 1.8949], [1.6089, -2.3561, -2.2681], [1.7429, -2.0691, -3.1651], [1.1329, -1.6731, -1.8451], [-1.0111, 3.4079, -1.5931], [-1.3761, 2.9969, -0.7761], [-1.6621, 4.0189, -1.8991], [2.6549, 0.9949, -0.1881], [1.7509, 0.6479, -0.0451], [3.1939, 0.2079, -0.3201], [0.1439, 1.2589, 2.6019], [0.9809, 1.6739, 2.3959], [0.0899, 0.6339, 1.8099], [-0.6831, -0.8831, 4.1039], [-0.2381, -0.8001, 4.9759], [-0.3661, -0.2431, 3.5239], [1.9009, -1.5071, 2.4439], [1.1669, -1.2291, 1.8179], [1.9319, -0.9981, 3.2489]], "forces_ev_per_angstrom": [[0.255, 0.346, 1.941], [-0.229, 0.394, -0.432], [0.123, -0.232, -1.050], [-1.595, 0.208, -1.483], [0.300, 0.024, -0.566], [-1.874, 0.356, -1.686], [0.417, -0.457, 1.220], [1.588, 0.311, 0.252], [0.120, -1.648, 0.407], [0.127, 1.075, 0.275], [-0.091, 0.212, -0.745], [0.604, 0.136, 0.495], [-1.060, 0.330, -1.025], [0.142, -0.608, 1.027], [0.573, 1.738, -0.824], [-0.544, -0.088, 1.171], [-0.206, -1.453, -0.489], [-0.585, -0.635, -0.260], [0.227, 0.185, 0.479], [0.343, 0.393, -0.382], [1.291, -1.541, -0.198], [-0.151, 0.285, -0.397], [-0.969, 0.945, 0.628], [0.334, -1.101, 0.901], [0.405, 0.539, -0.571], [-0.711, 0.584, -0.167], [-0.379, -0.109, -0.161], [0.983, 0.244, 0.196], [-0.044, -0.106, 0.278], [0.035, 0.094, -0.861], [0.375, 0.420, 0.338], [-0.302, -0.508, 1.082], [-1.063, -2.392, 3.034], [-0.362, 0.188, -1.270], [1.220, 2.065, -1.341], [0.721, -0.648, -0.623], [0.516, 0.132, 0.853], [-0.533, 0.322, -0.047]], "mulliken_charge": [0.847, -0.553, 0.626, 0.497, -1.845, -0.622, 0.308, 0.200, -0.726, 0.303, 0.271, -0.715, 0.323, 0.336, -0.614, 0.308, 0.325, -0.646, 0.319, 0.331, -0.619, 0.304, 0.403, -0.631, 0.323, 0.266, -0.708, 0.385, 0.312, -0.772, 0.312, 0.344, -0.641, 0.248, 0.261, -0.722, 0.412, 0.249], "gap_ev": 8.62, "total_charge": -1, "relative_energy_ev": 2.043, "homo_energy_ev": -6.030, "lumo_ev": 2.59}